# 1
Computed, not measured: a structure of composition C20H36IrNOP2, with the ωB97M-V functional and the def2-TZVPD basis.

Summary:
**LUMO (alpha / beta)**: -5.33 / -7.65 eV
**Electronic energy**: -1699.65859 Ha
**HOMO level (alpha / beta)**: -10.66 / -14.34 eV
**Net charge**: +2
**HOMO-LUMO gap (alpha / beta)**: 0.196 / 0.246 Eh
**Spin multiplicity**: 7

XYZ file:
```
61
Properties=species:S:1:pos:R:3:forces:R:3:lowdin_spin:R:1
P 0.084 -2.105 -2.000 0.099 0.104 -1.973 0.42
P 0.250 1.949 -2.536 0.764 1.878 -1.156 0.08
C -0.348 -0.864 -3.342 -0.094 0.436 0.272 0.05
C 0.513 0.401 -3.584 -0.110 -0.240 0.181 0.02
H -1.415 -0.601 -3.220 0.455 -0.146 -0.205 0.00
H -0.265 -1.494 -4.244 -0.111 0.225 0.203 0.01
H 1.592 0.161 -3.541 -0.505 0.183 0.027 0.00
H 0.305 0.756 -4.610 0.093 0.015 0.365 0.00
C -1.292 2.640 -3.156 -0.301 0.231 -0.326 0.02
H -1.704 3.386 -2.456 0.197 -0.377 -0.289 0.01
H -2.041 1.850 -3.329 0.226 0.338 -0.017 0.00
H -1.045 3.152 -4.093 -0.322 -0.225 -0.001 0.00
C 1.640 2.931 -3.196 -0.070 0.367 -0.412 0.01
H 1.377 3.271 -4.205 0.236 -0.220 0.019 0.00
H 2.565 2.337 -3.239 -0.291 0.237 0.049 0.00
H 1.795 3.841 -2.599 0.044 -0.431 -0.175 0.00
C -1.133 -3.376 -2.495 -0.101 -0.232 0.277 0.09
H -1.122 -4.170 -1.739 -0.229 0.061 -0.236 0.00
H -0.820 -3.797 -3.459 -0.075 0.047 0.176 0.02
H -2.142 -2.952 -2.608 0.297 -0.145 0.249 0.00
C 1.639 -2.759 -2.692 0.155 -0.240 0.261 0.05
H 2.373 -1.966 -2.899 -0.229 -0.264 0.187 0.00
H 1.388 -3.284 -3.623 0.193 0.122 0.169 0.01
H 2.064 -3.482 -1.982 0.063 0.167 -0.267 0.00
Ir 0.621 -1.521 1.902 0.061 0.212 1.088 2.22
C 0.283 2.714 -0.742 1.183 -1.547 0.791 0.09
C -1.070 2.671 -0.238 0.457 1.204 0.601 0.58
C -1.872 1.473 0.035 -1.069 -1.293 0.918 0.09
C -1.624 -0.094 -0.182 -0.595 0.246 -0.262 0.08
C -0.553 -1.042 0.351 -2.314 -0.065 -0.845 0.46
C 0.903 -0.848 0.022 2.172 -0.062 -2.789 0.46
C 1.242 0.436 -0.671 -0.458 -1.152 0.167 0.08
C 1.231 1.739 0.089 0.021 0.771 -0.229 0.06
C 0.627 -3.346 2.660 0.121 -2.850 1.166 0.31
H 0.753 3.714 -0.809 -0.689 -0.443 -0.232 0.00
H -1.489 3.610 0.158 0.064 -0.531 -0.349 0.02
H -2.795 1.610 -0.581 0.154 -0.046 0.744 0.03
H -2.153 1.593 1.117 -0.210 -0.230 -0.863 0.02
H -2.556 -0.525 0.234 0.322 0.309 -0.291 0.00
H -1.703 -0.314 -1.265 -0.203 0.421 0.269 0.02
H -0.927 -2.091 0.310 -0.144 0.720 -0.407 0.05
H 1.578 -1.701 -0.201 -0.279 0.471 -0.166 0.05
H 0.313 0.467 -1.318 0.970 0.032 0.496 0.01
H 2.131 0.345 -1.328 -0.407 -0.058 0.394 0.00
H 0.876 1.590 1.122 -0.090 0.162 -0.409 0.01
H 2.248 2.153 0.163 -0.370 -0.053 -0.063 0.00
H 1.534 -3.461 3.279 -0.301 -0.174 -0.231 0.04
H 0.629 -4.141 1.894 0.028 0.220 0.339 0.04
H -0.251 -3.502 3.314 0.217 -0.026 -0.199 0.04
O 1.347 -0.726 3.492 0.538 1.960 2.319 0.29
N 0.514 -0.179 4.430 0.137 0.308 0.484 0.03
C -0.826 -0.343 4.388 0.130 0.287 0.828 0.05
C -1.581 0.045 5.498 0.108 -0.029 -0.556 0.00
C -0.962 0.610 6.605 0.141 -0.020 0.153 0.02
C 0.416 0.826 6.567 0.436 0.307 -0.064 0.00
C 1.141 0.474 5.441 -0.580 -0.500 -0.014 0.02
H -1.259 -0.770 3.480 0.264 -0.020 0.304 0.03
H -2.657 -0.102 5.463 0.207 0.021 0.039 0.00
H -1.538 0.893 7.490 0.197 -0.142 -0.375 0.00
H 0.969 1.281 7.394 -0.394 -0.120 -0.311 0.00
H 2.203 0.636 5.284 -0.208 -0.184 0.174 0.00
```
Forces are in eV/Å.

# 2
Computed, not measured: the molecule C4H6N2, with the ωB97M-V functional and the def2-TZVPD basis.

Summary:
**LUMO (alpha / beta)**: 1.00 / -2.68 eV
**Electronic energy**: -265.31944 Ha
**HOMO level (alpha / beta)**: -5.93 / -9.66 eV
**HOMO-LUMO gap (alpha / beta)**: 0.255 / 0.256 Eh
**Spin multiplicity**: 3

XYZ file:
```
12
Properties=species:S:1:pos:R:3:forces:R:3:lowdin_spin:R:1
C 0.152 -1.579 -0.857 1.746 -0.973 3.985 0.20
C 0.398 -1.115 0.505 -0.857 -2.455 -4.966 0.34
C -0.699 0.201 -0.155 0.637 -0.099 -2.318 0.26
C -0.211 1.625 -0.169 0.256 -0.330 0.107 0.03
N -0.493 -0.599 -1.367 -2.817 3.422 -0.359 0.51
N 1.197 -1.334 1.420 0.307 1.138 2.675 0.57
H 0.428 -2.502 -1.341 0.246 -0.036 -0.077 0.01
H -1.687 0.060 0.264 -0.039 -0.324 0.504 0.02
H 0.426 1.787 -1.035 0.091 -0.053 -0.014 0.00
H 0.366 1.850 0.728 -0.053 0.069 0.108 0.01
H -1.046 2.321 -0.218 -0.100 -0.006 0.049 0.01
H 1.171 -0.715 2.224 0.583 -0.353 0.305 0.03
```
Forces are in eV/Å.

# 3
Computed, not measured: a cluster of 2 separate species, C5H11NO in total, with the ωB97M-V functional and the def2-TZVPD basis.

Summary:
**LUMO**: 0.88 eV
**Electronic energy**: -327.05965 Ha
**HOMO level**: -8.01 eV
**HOMO-LUMO gap**: 0.327 Eh

XYZ file:
```
18
Properties=species:S:1:pos:R:3:forces:R:3:lowdin_charge:R:1
C 0.243 2.039 2.828 -0.163 -0.092 -0.390 0.01
C 0.535 1.153 1.887 -0.072 -0.023 -0.487 -0.14
C -0.256 1.020 0.622 -0.062 -0.185 0.299 -0.40
N -0.106 2.044 -0.321 -0.060 -0.097 0.055 0.10
C -0.992 -0.069 0.400 -0.236 -0.694 -0.250 -0.14
C -1.787 -0.330 -0.868 0.217 0.104 0.366 -0.12
H -0.619 2.689 2.676 0.212 -0.016 0.261 0.07
H 0.821 2.116 3.734 -0.006 0.097 0.119 0.05
H 1.366 0.455 1.962 -0.011 0.164 0.249 0.10
H -0.767 1.982 -1.080 -0.008 0.143 0.017 0.07
H -0.059 2.970 0.075 0.077 0.044 -0.019 0.08
H -0.974 -0.889 1.120 0.073 0.413 -0.027 0.10
H -2.583 0.414 -1.010 0.185 -0.043 -0.114 0.07
H -2.280 -1.307 -0.810 0.178 0.202 -0.099 0.06
H -1.114 -0.322 -1.738 -0.324 -0.016 0.018 0.07
O 2.844 -4.807 -2.795 -0.009 0.069 -0.101 -0.06
H 2.569 -3.930 -3.082 -0.005 -0.019 0.074 0.03
H 3.158 -5.230 -3.600 0.014 -0.049 0.030 0.03
```
Forces are in eV/Å.

# 4
Computed, not measured: a structure of composition C22H30N5Pt, with the ωB97M-V functional and the def2-TZVPD basis.

Summary:
**LUMO (alpha / beta)**: -3.65 / -3.64 eV
**Electronic energy**: -1249.14479 Ha
**HOMO level (alpha / beta)**: -9.72 / -9.72 eV
**Net charge**: +1
**HOMO-LUMO gap (alpha / beta)**: 0.223 / 0.223 Eh

XYZ file:
```
58
Properties=species:S:1:pos:R:3:forces:R:3:lowdin_charge:R:1
Pt -0.325 -0.348 -0.157 0.515 1.850 -0.390 1.12
C 2.481 -0.911 -1.167 0.219 0.120 -0.121 -0.09
N 1.581 0.250 -1.342 -0.392 -1.073 -0.079 -0.28
C 2.254 1.491 -0.936 -0.096 0.050 0.224 -0.06
C 1.062 0.359 -2.710 0.411 -0.009 -0.082 -0.22
C 1.921 0.365 -3.795 0.068 -0.088 0.045 -0.03
C 1.420 0.447 -5.085 -0.017 0.007 0.000 -0.08
C 0.048 0.511 -5.261 -0.017 -0.007 0.081 -0.07
C -0.814 0.536 -4.172 -0.082 0.078 -0.189 -0.01
C -0.317 0.511 -2.868 -0.152 0.128 0.155 -0.22
N -1.049 0.615 -1.686 -0.240 -0.345 -0.072 -0.12
C -2.227 1.315 -1.428 0.225 0.001 -0.160 -0.22
C -3.274 1.561 -2.317 -0.119 0.097 -0.165 -0.01
C -4.347 2.363 -1.946 0.067 -0.049 0.011 -0.07
C -4.414 2.927 -0.684 0.010 -0.002 -0.006 -0.08
C -3.409 2.638 0.227 -0.015 -0.075 0.115 -0.03
C -2.358 1.813 -0.131 -0.142 0.260 0.354 -0.22
N -1.303 1.478 0.834 -0.547 -1.101 -0.007 -0.28
C -1.841 0.928 2.098 -0.108 0.288 0.121 -0.09
C -0.442 2.640 1.100 0.244 -0.091 -0.030 -0.05
H 3.409 -0.794 -1.734 0.013 0.030 0.008 0.09
H 2.734 -1.001 -0.111 -0.025 0.019 0.010 0.08
H 1.978 -1.817 -1.495 -0.014 0.010 -0.039 0.09
H 3.197 1.607 -1.477 -0.018 -0.021 -0.046 0.10
H 1.613 2.339 -1.159 -0.012 -0.015 -0.006 0.09
H 2.463 1.466 0.134 0.011 -0.026 -0.013 0.09
H 2.991 0.295 -3.638 -0.025 -0.017 0.000 0.11
H 2.090 0.443 -5.933 -0.015 -0.014 0.011 0.11
H -0.369 0.528 -6.260 -0.005 0.024 0.020 0.11
H -1.873 0.553 -4.359 0.021 0.040 0.020 0.09
H -3.284 1.117 -3.297 0.036 0.035 0.008 0.09
H -5.145 2.533 -2.658 0.028 0.008 -0.005 0.11
H -5.242 3.562 -0.401 0.007 -0.021 -0.006 0.11
H -3.455 3.050 1.229 -0.009 -0.019 -0.018 0.12
H -2.399 1.681 2.662 0.022 0.026 0.000 0.09
H -2.497 0.089 1.881 -0.028 0.017 -0.033 0.09
H -1.010 0.585 2.713 0.026 0.002 -0.025 0.08
H -0.985 3.388 1.685 -0.051 -0.011 -0.025 0.10
H 0.439 2.327 1.660 -0.026 -0.012 0.018 0.09
H -0.133 3.083 0.158 -0.013 -0.015 -0.008 0.09
N 0.174 -1.676 1.276 0.216 0.044 0.156 -0.01
C 0.352 -2.585 1.967 0.063 -0.269 0.252 -0.20
N 0.552 -3.597 2.759 -0.068 0.004 -0.035 -0.08
C 1.732 -4.475 2.631 0.000 0.045 0.051 -0.12
C 2.438 -4.569 3.975 -0.046 -0.015 0.040 -0.17
C 1.462 -5.032 5.057 0.010 0.066 0.000 -0.19
C 0.275 -4.071 5.145 0.049 -0.041 -0.022 -0.17
C -0.428 -3.973 3.800 0.078 0.028 0.015 -0.12
H 2.383 -4.081 1.853 -0.027 0.052 -0.023 0.13
H 1.382 -5.462 2.320 -0.010 0.001 -0.049 0.13
H 2.836 -3.585 4.239 0.039 -0.020 -0.018 0.12
H 3.282 -5.253 3.886 -0.012 -0.013 0.003 0.12
H 1.969 -5.094 6.019 -0.004 0.000 -0.001 0.12
H 1.102 -6.038 4.819 0.013 0.008 0.016 0.12
H 0.629 -3.079 5.439 -0.038 -0.002 0.019 0.12
H -0.444 -4.401 5.896 0.007 -0.013 -0.001 0.12
H -1.230 -3.239 3.809 0.009 0.039 -0.041 0.13
H -0.851 -4.943 3.525 -0.031 0.007 -0.037 0.13
```
Forces are in eV/Å.

# 5
Computed, not measured: a cluster of 10 separate species, C23H68NO10S9 in total, with the ωB97M-V functional and the def2-TZVPD basis.

Summary:
**LUMO**: -2.25 eV
**Electronic energy**: -5306.95381 Ha
**HOMO level**: -10.29 eV
**Net charge**: +1
**HOMO-LUMO gap**: 0.296 Eh

XYZ file:
```
111
Properties=species:S:1:pos:R:3:forces:R:3:lowdin_charge:R:1
C 0.878 -0.918 0.773 -0.949 -1.486 1.803 0.00
N 0.102 -0.659 -0.522 0.516 0.671 0.505 -0.32
C 0.983 -1.306 -1.558 -1.864 1.730 -3.198 -0.02
C -1.300 -1.247 -0.454 -1.092 1.531 1.303 0.02
C 0.103 0.852 -0.907 -5.467 -3.157 -1.473 -0.07
C -0.564 1.690 0.143 0.078 2.066 -1.332 -0.23
O -1.278 2.752 -0.466 3.799 -2.534 -4.111 -0.02
H 0.744 -2.060 1.046 0.902 2.158 -1.105 0.14
H 0.651 -0.461 1.819 -0.632 0.042 -2.397 0.12
H 1.805 -0.519 0.413 1.178 -0.635 0.800 0.08
H 0.482 -1.461 -2.625 0.699 1.975 1.757 0.17
H 0.936 -2.307 -1.468 0.969 -3.665 1.765 0.05
H 1.958 -0.809 -1.584 -0.387 -0.521 -0.197 0.10
H -1.827 -1.201 -1.446 0.536 0.566 1.077 0.13
H -1.846 -0.755 0.497 1.054 -0.846 -2.580 0.12
H -1.268 -2.284 -0.178 0.682 -0.641 0.071 0.07
H -0.388 0.699 -1.969 0.206 1.179 2.172 0.18
H 0.951 1.320 -1.120 4.555 0.616 -0.724 0.05
H 0.152 2.226 0.735 1.118 -0.363 0.638 0.11
H -1.111 1.090 0.790 -1.521 -0.954 1.190 0.07
H -1.898 3.024 0.106 -4.065 1.879 3.503 -0.07
C -1.783 -7.215 0.742 1.990 -1.153 -0.175 -0.23
S -0.160 -6.427 0.640 -0.783 1.842 -1.442 0.89
O -0.394 -4.973 0.067 0.241 -2.685 0.838 -0.59
C 0.071 -6.057 2.314 0.565 6.147 -3.461 -0.29
H -1.822 -8.224 1.150 0.750 -0.102 0.141 0.08
H -1.944 -7.323 -0.292 -1.341 0.229 -1.210 0.04
H -2.387 -6.636 1.351 -1.561 1.451 0.474 0.01
H -0.073 -6.668 3.017 -0.432 -6.127 4.981 -0.02
H -0.759 -5.345 2.615 1.242 0.146 -0.884 0.08
H 1.103 -5.666 2.289 -0.649 0.339 0.713 0.07
C -3.293 1.643 2.914 -0.395 -0.417 0.092 -0.28
S -3.861 3.254 2.418 0.090 0.326 -1.013 0.88
O -3.036 3.590 1.195 -0.635 0.062 0.752 -0.55
C -5.494 2.752 1.794 1.129 0.269 -0.775 -0.22
H -3.456 1.637 3.981 -1.434 -0.786 0.519 0.03
H -2.241 1.853 3.101 0.675 -0.711 -1.387 0.01
H -3.713 0.750 2.280 1.393 1.680 1.421 0.10
H -5.638 3.354 0.881 -0.406 0.421 0.842 0.07
H -6.222 2.857 2.614 0.047 -0.361 -0.731 0.07
H -5.279 1.784 1.336 -0.730 -0.362 0.603 0.04
C -1.648 1.458 -7.222 0.413 1.371 -4.086 -0.34
S -1.844 1.291 -5.469 -0.377 1.380 -1.041 0.76
O -1.123 0.072 -5.054 0.462 -0.296 0.361 -0.56
C -0.794 2.708 -5.138 1.868 1.110 0.211 -0.32
H -1.979 2.484 -7.807 0.948 -1.959 2.303 0.12
H -2.380 0.819 -7.726 0.431 -0.585 0.225 0.03
H -0.561 1.225 -7.616 -2.128 0.272 1.116 0.10
H -0.762 2.611 -4.021 -0.059 1.247 -0.727 0.02
H -1.070 3.748 -5.666 0.094 -2.482 1.702 0.12
H 0.292 2.501 -5.452 -1.603 -0.048 0.145 0.08
C -1.631 -0.733 5.449 1.069 3.095 -3.094 -0.24
S -1.510 -2.128 4.376 -2.392 0.114 -2.019 0.83
O -1.461 -1.527 2.975 0.112 -0.149 0.501 -0.59
C 0.077 -2.850 4.577 -1.475 -1.457 -3.128 -0.24
H -1.847 -0.950 6.395 -1.008 -1.326 3.901 0.00
H -2.292 0.141 5.139 0.103 -1.917 -0.246 0.08
H -0.705 -0.189 5.448 1.047 0.015 0.078 0.05
H 0.044 -3.296 5.531 1.100 -0.419 1.194 0.05
H 0.732 -2.123 4.179 1.504 0.764 0.632 0.04
H 0.036 -3.655 3.699 0.010 1.395 2.145 0.08
C 3.520 1.639 -3.414 -1.941 4.271 3.692 -0.26
S 5.179 2.096 -2.901 0.278 1.206 -1.849 0.79
O 6.011 2.016 -4.155 -0.634 0.408 0.602 -0.53
C 5.566 0.607 -2.118 0.685 -1.104 2.201 -0.31
H 3.605 0.910 -4.118 -0.125 -2.929 -1.339 0.01
H 3.144 2.543 -3.983 0.225 -0.777 0.919 0.05
H 2.867 1.562 -2.331 1.615 -0.375 -3.345 0.11
H 6.533 0.412 -2.564 0.423 -0.180 0.281 0.05
H 4.920 -0.222 -2.422 -0.105 0.057 0.419 0.03
H 5.686 0.791 -0.989 -0.351 -0.671 -1.598 0.08
C 3.635 -3.473 -0.264 3.091 -8.519 2.240 -0.22
S 4.125 -4.012 -1.970 -0.970 2.350 -1.323 0.88
O 3.730 -2.784 -2.847 -0.233 -1.868 1.173 -0.60
C 5.855 -3.705 -1.831 1.728 1.845 0.060 -0.30
H 3.453 -2.570 -0.427 -1.862 7.913 -1.081 -0.09
H 4.610 -3.548 0.377 -2.131 -0.031 -0.826 0.09
H 2.760 -4.058 0.166 1.206 0.695 -0.685 0.07
H 6.194 -4.060 -0.848 0.097 0.700 -0.055 0.04
H 6.067 -2.552 -2.141 -0.673 -2.705 1.281 0.12
H 6.470 -4.290 -2.499 -0.335 -0.291 -0.677 0.04
C 1.526 4.389 -2.185 -3.164 3.078 0.809 -0.30
S 3.033 5.305 -1.887 -0.112 -0.343 -3.544 0.82
O 3.775 5.131 -3.230 -0.763 0.276 2.359 -0.57
C 2.292 6.948 -1.902 1.167 3.236 1.023 -0.32
H 0.705 4.705 -1.459 1.202 -0.094 -0.109 0.06
H 1.601 3.374 -1.938 0.365 -1.555 -0.797 -0.02
H 0.994 4.826 -3.096 1.324 -1.505 0.439 0.10
H 1.825 7.589 -2.727 1.157 -1.917 -0.107 0.08
H 3.344 7.517 -1.628 -3.070 -0.708 -0.192 0.10
H 1.419 7.079 -1.183 1.743 -0.445 0.143 0.06
C 0.408 5.311 2.509 -7.547 -4.788 7.116 -0.22
S 1.418 4.371 3.620 1.802 -0.818 2.294 0.81
O 1.679 5.182 4.910 -0.969 -1.145 -2.453 -0.54
C 0.198 3.117 4.098 -2.113 -0.664 0.573 -0.30
H -0.177 4.675 1.878 -0.292 -0.234 -0.488 0.05
H 1.059 5.814 2.125 6.657 6.491 -4.962 -0.08
H -0.218 5.821 3.331 0.546 -0.113 -1.848 0.11
H 0.077 2.132 3.443 0.641 2.209 1.256 0.07
H -0.803 3.685 4.102 1.190 -0.991 -0.029 0.06
H 0.398 2.893 5.197 0.010 0.019 -1.540 0.07
C -4.185 -4.532 0.430 0.304 -3.019 2.341 -0.32
S -5.551 -3.610 0.868 -3.882 -0.092 2.769 0.83
O -6.337 -4.355 2.031 2.085 1.281 -2.896 -0.54
C -4.712 -2.371 1.718 3.288 1.540 1.384 -0.33
H -3.761 -4.852 1.482 -0.605 0.167 -2.189 0.10
H -3.426 -4.050 -0.137 0.357 0.393 -0.692 0.04
H -4.738 -5.360 -0.083 1.357 0.117 0.232 0.07
H -5.356 -1.698 2.241 -0.705 0.686 -0.322 0.05
H -3.853 -1.884 1.187 -1.367 0.186 -0.588 0.05
H -4.022 -2.666 2.536 -0.779 -1.188 -0.007 0.05
```
Forces are in eV/Å.

Among the records above, which one has the lowest electronic energy?
C23H68NO10S9

Which value of electronic energy does entry 1 give?
-1699.65859 Ha